[1]
Here is C21H35CrN5O10P as an isolated structure from OMol25. Energies are from ωB97M-V/def2-TZVPD.

Calculated values
* total charge: -1
* expectation value of S²: 6.03
* E_tot: -87990.8339 eV
* multiplicity: 5
* orbital gap (spin up / spin down): 6.45 / 7.07 eV

Each line ends with the Mulliken spin population.
Geometry (Å):
Cr 1.34 1.92 -0.81  3.07
O -2.02 7.68 -2.78  0.00
C -1.52 6.81 -3.53  0.00
O -1.53 6.69 -4.77  0.00
C -0.78 5.68 -2.79  0.01
C -1.02 5.44 -1.44  0.00
C -0.38 4.40 -0.80  0.02
N 0.51 3.64 -1.44  -0.04
C 0.78 3.88 -2.74  0.01
C 0.15 4.87 -3.44  -0.01
C 1.84 2.96 -3.30  0.00
O 2.18 2.99 -4.46  0.01
O 2.35 2.14 -2.39  -0.02
H -1.71 6.09 -0.92  0.00
H -0.55 4.16 0.25  0.00
H 0.35 5.02 -4.49  0.00
N 2.57 0.31 -0.19  -0.02
C 3.03 0.58 1.19  0.00
C 2.47 -0.46 2.16  -0.01
C 3.01 -1.86 1.93  0.02
C 2.37 -2.89 2.85  0.04
N 0.95 -3.05 2.53  -0.11
C 0.09 -3.56 3.51  0.90
N -0.38 -2.62 4.48  0.11
N -0.86 -4.50 3.06  -0.09
C 2.65 2.00 1.61  0.01
O 2.82 2.36 2.76  0.01
O 2.23 2.77 0.64  -0.03
H 1.96 -0.51 -0.22  0.00
H 3.33 0.15 -0.84  0.00
H 4.12 0.55 1.20  0.00
H 1.38 -0.47 2.04  0.02
H 2.68 -0.12 3.17  0.00
H 4.10 -1.87 2.09  0.00
H 2.85 -2.18 0.90  0.00
H 2.43 -2.56 3.89  0.02
H 2.89 -3.85 2.79  -0.04
H 0.81 -3.48 1.63  0.07
H 0.08 -1.72 4.36  -0.01
H -0.26 -2.93 5.43  -0.01
H -1.00 -4.50 2.05  0.06
H -1.75 -4.35 3.50  0.01
C -1.33 -2.10 -2.57  0.00
C 0.02 -2.07 -1.87  -0.02
C 0.36 -3.43 -1.29  0.01
C 1.11 -1.58 -2.81  0.01
O -0.03 -1.19 -0.71  -0.08
P -0.69 0.27 -0.69  -0.02
O -0.33 1.02 -1.94  0.01
O -0.06 0.98 0.50  0.01
O -2.23 0.02 -0.55  0.00
C -2.95 -0.31 0.68  -0.01
C -3.05 0.96 1.51  0.00
C -4.31 -0.77 0.20  0.00
C -2.23 -1.41 1.43  0.05
H -1.28 -2.80 -3.40  0.00
H -1.59 -1.12 -2.97  0.00
H -2.11 -2.42 -1.88  0.00
H 0.34 -4.19 -2.07  0.00
H -0.37 -3.70 -0.52  0.01
H 1.35 -3.42 -0.84  0.00
H 1.23 -2.31 -3.62  0.00
H 2.07 -1.51 -2.29  0.00
H 0.88 -0.61 -3.24  0.00
H -3.56 1.74 0.94  0.00
H -2.07 1.32 1.80  0.00
H -3.63 0.75 2.42  0.00
H -4.78 0.01 -0.39  0.00
H -4.94 -1.00 1.05  0.00
H -4.21 -1.66 -0.42  0.00
H -1.22 -1.11 1.75  0.02
H -2.14 -2.31 0.81  0.00
H -2.79 -1.66 2.33  0.02


[2]
Here is a 5-piece molecular cluster, C21H35FNO12PS overall from OMol25. Energies are from ωB97M-V/def2-TZVPD.

Calculated values
* total charge: 0
* structure (SMILES): COCP(N(C)C(C)=O)S(=O)(=O)F.O=C1CCCO1.O=C1CCCO1.O=C1CCCO1.O=C1CCCO1
* E_tot: -71245.9798 eV
* orbital gap: 9.82 eV

Each line ends with the Mulliken charge.
Geometry (Å):
C -6.62 1.36 2.25  -0.77
O -5.45 0.80 1.68  -0.24
C -5.24 -0.56 1.99  -0.68
P -4.37 -1.42 0.57  -0.36
N -3.04 -2.29 1.23  0.56
C -3.48 -3.71 1.39  -1.16
C -2.43 -1.80 2.42  0.57
C -2.24 -0.32 2.66  -0.12
O -2.01 -2.59 3.23  -0.59
S -3.33 0.10 -0.66  1.11
O -2.00 0.41 -0.22  -0.30
O -3.45 -0.45 -1.99  -0.65
F -4.22 1.41 -0.67  -0.20
H -6.42 1.73 3.26  0.28
H -6.91 2.22 1.63  0.23
H -7.46 0.65 2.25  0.33
H -6.20 -1.10 2.07  0.61
H -4.72 -0.69 2.95  0.40
H -2.61 -4.36 1.53  0.22
H -3.97 -4.03 0.46  0.47
H -4.21 -3.83 2.20  0.41
H -2.90 0.34 2.09  0.21
H -1.19 -0.06 2.50  -0.81
H -2.47 -0.16 3.73  0.50
O -0.40 -4.73 1.60  -0.62
C 0.15 -3.95 0.87  0.51
O -0.43 -3.49 -0.26  -0.36
C 0.47 -2.62 -0.98  -0.28
C 1.47 -2.15 0.07  0.69
C 1.53 -3.34 1.02  -0.59
H 0.94 -3.20 -1.78  0.24
H -0.10 -1.82 -1.42  0.21
H 2.43 -1.86 -0.35  -0.03
H 1.07 -1.29 0.61  -0.30
H 2.27 -4.09 0.71  0.35
H 1.71 -3.05 2.05  0.26
O 2.49 -0.24 -2.16  -0.62
C 3.67 -0.07 -2.26  0.71
O 4.41 0.44 -1.25  -0.30
C 5.77 0.64 -1.67  -0.48
C 5.96 -0.30 -2.86  -0.62
C 4.56 -0.32 -3.47  -0.34
H 5.90 1.69 -1.95  0.29
H 6.43 0.41 -0.84  0.32
H 6.74 0.03 -3.55  0.38
H 6.22 -1.30 -2.51  0.26
H 4.41 0.49 -4.18  0.00
H 4.30 -1.27 -3.93  0.38
O 0.99 0.03 2.23  -0.50
C 0.99 1.16 2.65  0.23
O 1.45 1.47 3.88  -0.42
C 1.22 2.86 4.15  -0.52
C 1.10 3.52 2.79  -0.53
C 0.48 2.40 1.95  0.22
H 0.31 2.95 4.74  0.27
H 2.06 3.24 4.74  0.34
H 0.52 4.44 2.80  0.37
H 2.10 3.76 2.40  0.26
H -0.61 2.40 2.00  0.14
H 0.80 2.41 0.91  0.04
O 1.08 3.54 -1.71  -0.62
C 1.17 2.86 -2.69  0.63
O 2.23 2.95 -3.53  -0.43
C 2.03 2.10 -4.67  -0.60
C 1.03 1.04 -4.21  0.00
C 0.19 1.82 -3.20  -0.01
H 1.64 2.71 -5.49  0.30
H 2.99 1.68 -4.97  0.28
H 0.46 0.61 -5.03  0.53
H 1.55 0.23 -3.70  -0.18
H -0.65 2.34 -3.68  0.41
H -0.18 1.19 -2.40  -0.25


[3]
Here is C21H35FP2Re as an isolated structure from OMol25. Energies are from ωB97M-V/def2-TZVPD.

Calculated values
* total charge: +2
* expectation value of S²: 3.80
* E_tot: -45740.5540 eV
* multiplicity: 4
* energy above the lowest of the compared OMol25 structures with the same formula, charge and spin: 6.151 eV
* orbital gap (spin up / spin down): 5.89 / 5.92 eV

Each line ends with the Mulliken spin population.
Geometry (Å):
P 1.67 -4.67 -1.77  0.05
P -2.03 -4.80 -1.23  0.05
C 0.53 -6.11 -1.53  0.01
C -0.85 -5.96 -2.12  0.04
H 0.51 -6.39 -0.47  0.00
H 1.06 -6.95 -2.01  0.00
H -0.80 -5.72 -3.19  0.00
H -1.37 -6.92 -2.07  0.00
C -2.68 -5.87 0.11  0.04
H -3.37 -5.27 0.72  0.00
H -1.89 -6.26 0.74  0.00
H -3.21 -6.67 -0.41  0.01
C -3.38 -5.20 -2.47  0.02
H -3.51 -6.29 -2.42  0.00
H -3.05 -4.84 -3.45  0.00
H -4.29 -4.69 -2.13  0.00
C 3.18 -5.35 -1.04  0.00
H 3.95 -4.58 -1.04  0.00
H 3.48 -6.21 -1.65  0.00
H 2.98 -5.68 -0.01  0.00
C 2.01 -4.66 -3.56  0.01
H 1.09 -4.62 -4.16  0.00
H 2.57 -5.57 -3.79  0.00
H 2.62 -3.77 -3.78  0.00
Re 0.69 -1.25 0.05  1.57
C -2.86 -3.10 -1.15  -0.10
C -2.42 -3.44 0.23  0.75
C -0.78 -3.45 0.35  -0.12
C 1.19 -3.16 0.07  0.37
C 1.58 -3.02 -1.36  -0.13
C 0.58 -2.05 -2.04  0.13
C -0.70 -2.63 -2.61  -0.05
C -2.12 -2.23 -2.13  0.15
C 2.19 0.06 -0.33  -0.05
H -3.97 -3.12 -1.32  -0.02
H -2.76 -2.84 1.11  0.02
H -0.43 -4.51 -0.02  0.02
H -0.56 -3.72 1.41  0.00
H 1.62 -1.84 1.24  -0.03
H 1.61 -3.97 0.70  -0.02
H 2.62 -2.75 -1.41  -0.01
H 1.16 -1.45 -2.81  0.01
H -0.56 -3.73 -2.73  -0.01
H -0.61 -2.34 -3.67  -0.01
H -2.09 -1.19 -1.83  -0.03
H -2.69 -2.23 -3.09  0.00
H 1.71 0.87 -0.95  0.01
H 3.05 -0.37 -0.86  0.01
H 2.49 0.52 0.64  0.04
F -3.40 3.36 2.12  0.00
C -2.60 2.33 1.66  0.01
C -2.54 2.07 0.29  -0.01
C -1.72 1.02 -0.17  -0.01
C -0.93 0.22 0.69  0.16
C -1.06 0.53 2.05  0.05
C -1.86 1.56 2.55  0.00
H -3.12 2.71 -0.39  0.00
H -1.65 0.83 -1.23  0.00
H -0.47 -0.07 2.75  0.01
H -1.93 1.80 3.63  0.00


[4]
Here is C21H35N7O8P3PtSe as an isolated structure from OMol25. Energies are from ωB97M-V/def2-TZVPD.

Calculated values
* total charge: +1
* E_tot: -145617.8705 eV
* energy above the lowest of the compared OMol25 structures with the same formula, charge and spin: 0.000 eV
* orbital gap: 7.12 eV

Each line ends with the Mulliken charge.
Geometry (Å):
Pt 0.03 -0.40 -0.11  3.48
C -2.37 -2.98 0.65  -1.52
C -2.13 -2.23 1.95  0.72
O -2.98 -2.73 2.97  -0.60
P -2.54 -0.45 1.90  0.41
O -4.03 -0.26 1.42  -0.47
O -2.51 0.08 3.36  -0.51
O -1.59 0.27 0.99  -0.57
P -0.37 -2.19 2.50  0.34
O -0.08 -3.72 2.82  -0.50
O -0.26 -1.35 3.72  -0.88
O 0.48 -1.79 1.29  -0.60
H -3.43 -2.99 0.42  0.34
H -2.04 -4.02 0.78  0.47
H -1.80 -2.54 -0.17  0.12
H -2.64 -3.59 3.27  0.44
H -4.67 -0.51 2.11  0.35
H -1.72 -0.32 3.82  0.46
H 0.37 -3.84 3.67  0.39
Se 2.76 -2.20 0.00  0.36
N 1.68 -1.10 -1.01  -0.34
C 2.30 -0.89 -2.17  0.35
C 1.79 -0.17 -3.28  -0.07
C 2.55 -0.06 -4.40  -0.64
C 3.84 -0.66 -4.51  -0.73
C 4.35 -1.39 -3.48  -0.73
C 3.58 -1.54 -2.29  0.38
N 3.98 -2.24 -1.26  -0.82
H 0.80 0.25 -3.20  0.89
H 2.17 0.48 -5.25  0.46
H 4.40 -0.53 -5.43  0.39
H 5.31 -1.88 -3.53  0.48
C -0.06 3.29 -3.29  -0.70
N -1.41 2.76 -3.17  0.57
C -2.43 3.76 -3.47  -1.26
P -1.79 1.33 -2.44  -0.85
O -0.60 0.91 -1.62  -0.76
N -3.15 1.56 -1.54  0.98
C -3.09 2.57 -0.49  -1.26
C -4.49 1.22 -1.96  -1.00
N -2.10 0.21 -3.61  0.75
C -2.28 -1.18 -3.24  -1.05
C -2.57 0.55 -4.95  -1.10
H 0.08 3.72 -4.29  0.36
H 0.67 2.50 -3.15  -0.05
H 0.11 4.07 -2.55  0.29
H -2.32 4.12 -4.50  0.38
H -2.35 4.62 -2.80  0.34
H -3.43 3.34 -3.37  0.35
H -2.05 2.73 -0.18  0.25
H -3.66 2.25 0.38  0.35
H -3.51 3.52 -0.84  0.36
H -4.48 0.51 -2.78  0.28
H -5.04 2.11 -2.29  0.36
H -5.04 0.78 -1.12  0.18
H -1.85 -1.36 -2.26  0.05
H -1.77 -1.82 -3.97  0.35
H -3.34 -1.46 -3.23  0.35
H -2.34 1.58 -5.18  0.33
H -3.65 0.38 -5.05  0.30
H -2.06 -0.09 -5.68  0.31
N 2.45 3.65 0.46  -0.01
C 1.90 2.59 -0.19  -0.82
N 1.39 1.70 0.60  0.07
C 1.61 2.19 1.88  0.07
C 1.28 1.63 3.11  -0.15
C 1.62 2.34 4.24  -0.85
C 2.29 3.57 4.16  -0.38
C 2.63 4.13 2.95  -1.11
C 2.28 3.42 1.81  0.24
H 2.90 4.44 0.03  0.21
H 1.90 2.54 -1.27  0.52
H 0.78 0.67 3.18  0.64
H 1.38 1.94 5.22  0.46
H 2.54 4.09 5.08  0.39
H 3.15 5.08 2.90  0.40


Q: Number 2 is which compound?
A: C21H35FNO12PS